1.
DFT (wB97M-V/def2-TZVPD) results for 10 unconnected molecules or ions with the total composition C6H32N2O9 at a distorted geometry.

Properties
- electronic energy (hartree) = -1034.321408
- total charge = 0
- orbital gap (eV) = 7.6
- strongest force on any atom (eV Å⁻¹) = 6.69
- ΔE to the lowest compared entry with this formula, charge and spin (kcal/mol) = 109.6

CARTESIAN COORDINATES (ANGSTROEM)
C  0.901  3.255  -1.055
C  2.115  3.068  -0.176
N  1.658  2.400  1.128
C  1.296  1.092  1.238
C  1.045  0.553  2.487
C  0.984  -0.847  2.628
C  -0.220  -1.258  3.659
N  -1.522  -1.099  2.929
H  0.125  2.538  -0.765
H  0.966  3.292  -2.213
H  0.608  4.293  -0.967
H  2.804  3.993  0.088
H  2.916  2.423  -0.593
H  1.741  2.966  1.973
H  1.168  0.530  0.300
H  1.027  1.177  3.281
H  1.158  -1.537  1.830
H  1.875  -1.111  3.222
H  -0.192  -2.272  3.849
H  -0.271  -0.454  4.485
H  -2.261  -1.095  3.571
H  -1.604  -0.187  2.452
O  2.926  -2.402  -0.922
H  2.910  -2.317  -0.010
H  3.684  -2.578  -1.355
O  2.193  1.441  -2.421
H  2.116  0.855  -3.206
H  1.354  1.489  -2.051
O  -0.056  0.053  -4.140
H  -0.476  0.712  -4.697
H  -0.537  0.181  -3.251
O  0.378  -3.394  -0.673
H  0.271  -3.939  0.151
H  0.814  -2.606  -0.375
O  -1.411  0.294  -1.859
H  -1.446  -0.603  -1.700
H  -1.172  0.840  -1.076
O  -1.393  -3.404  1.531
H  -1.889  -3.120  0.729
H  -0.990  -2.595  1.839
O  -1.982  -2.341  -1.310
H  -1.179  -2.886  -1.161
H  -2.781  -2.731  -1.353
O  -3.880  0.670  -1.607
H  -3.211  1.070  -2.225
H  -3.578  -0.190  -1.813
O  -2.035  1.829  0.121
H  -2.368  2.714  -0.031
H  -2.581  1.236  -0.485

Mulliken atomic charge list, values in e, 8 entries:
1 C -1.24
2 C -0.39
3 N -0.21
4 C 0.20
5 C -0.88
6 C -0.26
7 C -0.79
8 N -0.52

2.
DFT (wB97M-V/def2-TZVPD) results for 12 unconnected molecules or ions with the total composition C6H33N2O11 at a distorted geometry.

Properties
- electronic energy (hartree) = -1184.882038
- total charge = +2
- orbital gap (alpha / beta) (eV) = 7.9 / 4.2
- spin multiplicity = 2
- strongest force on any atom (eV Å⁻¹) = 2.84
- ΔE to the lowest compared entry with this formula, charge and spin (kcal/mol) = 0.0

CARTESIAN COORDINATES (ANGSTROEM)
C  -2.896  -1.695  1.668
C  -3.278  -2.448  0.383
C  -2.859  -1.589  -0.813
C  -1.424  -1.226  -0.860
C  -0.390  -1.960  -1.472
N  0.734  -1.169  -1.582
C  0.359  0.009  -0.963
N  -0.949  -0.024  -0.555
H  -3.505  -2.137  2.493
H  -3.024  -0.592  1.678
H  -1.800  -1.784  1.970
H  -4.379  -2.576  0.413
H  -2.824  -3.417  0.326
H  -3.408  -0.658  -0.880
H  -3.038  -2.051  -1.821
H  -0.475  -3.031  -1.719
H  1.742  -1.398  -1.831
H  0.907  0.965  -0.845
H  -1.459  0.717  -0.097
H  -0.782  2.705  2.168
H  -0.855  2.584  0.669
O  -0.318  2.253  1.435
H  -1.500  4.105  -0.476
H  -1.174  2.752  -1.424
O  -1.645  3.173  -0.708
H  -0.999  0.393  -3.748
H  -2.460  0.438  -4.007
O  -1.690  -0.110  -4.212
H  3.122  2.189  0.824
H  2.744  0.672  1.089
O  2.767  1.381  0.451
H  1.827  -2.282  2.652
H  0.606  -2.738  3.425
O  0.888  -2.064  2.770
H  1.384  3.677  -0.564
H  2.075  2.778  -1.488
O  1.185  3.165  -1.408
H  -0.758  3.045  4.580
H  -1.534  1.709  4.470
O  -1.186  2.446  3.966
H  1.657  -0.663  -5.422
H  1.067  -1.071  -4.079
O  1.737  -0.508  -4.469
H  3.788  -1.401  1.284
H  3.170  -0.641  2.297
O  3.745  -1.421  2.259
H  0.870  -0.198  3.471
H  0.829  1.208  2.679
O  1.363  0.518  3.070
H  3.355  -0.538  -2.787
H  4.812  -0.708  -2.245
O  3.874  -0.785  -2.015

Mulliken atomic charge list, values in e, 8 entries:
1 C -0.86
2 C -0.43
3 C -1.18
4 C 0.56
5 C -0.30
6 N 0.35
7 C -0.60
8 N 0.74

3.
DFT (wB97M-V/def2-TZVPD) results for 12 unconnected molecules or ions with the total composition C6H33NO11 at a distorted geometry.

Properties
- electronic energy (hartree) = -1130.807137
- total charge = 0
- orbital gap (eV) = 8.7
- strongest force on any atom (eV Å⁻¹) = 1.22
- ΔE to the lowest compared entry with this formula, charge and spin (kcal/mol) = 56.9

CARTESIAN COORDINATES (ANGSTROEM)
C  2.065  2.645  0.973
N  0.918  2.468  1.446
C  0.483  1.214  1.925
C  0.791  0.811  3.158
C  -0.400  0.448  0.989
C  -1.887  0.850  1.155
C  -2.525  0.212  2.375
H  2.371  3.629  0.635
H  2.843  1.893  0.855
H  1.429  1.392  3.814
H  0.325  -0.078  3.565
H  -0.340  -0.625  1.163
H  -0.100  0.593  -0.048
H  -2.428  0.545  0.262
H  -1.946  1.937  1.185
H  -2.587  -0.874  2.279
H  -2.017  0.471  3.306
H  -3.558  0.537  2.530
O  1.662  -4.172  0.271
H  2.002  -5.087  0.223
H  2.389  -3.680  0.723
O  0.618  -3.759  -2.241
H  1.169  -3.867  -1.442
H  1.032  -3.033  -2.777
O  -1.555  3.989  -2.075
H  -1.456  4.663  -2.754
H  -1.401  4.460  -1.221
O  -0.390  1.548  -2.616
H  -0.834  2.417  -2.395
H  -0.978  0.818  -2.297
O  1.971  2.143  -1.457
H  2.362  2.747  -2.091
H  1.045  1.996  -1.789
O  -0.868  -3.799  1.222
H  -0.791  -3.153  1.939
H  0.036  -4.000  0.895
O  -1.055  5.268  0.257
H  -0.427  4.637  0.686
H  -1.811  5.360  0.841
O  -2.175  -0.374  -1.851
H  -2.760  -0.600  -2.581
H  -1.955  -1.283  -1.484
O  1.747  -1.670  -3.667
H  2.454  -1.232  -3.154
H  1.139  -0.949  -3.854
O  3.419  -2.788  1.792
H  3.050  -1.889  1.821
H  3.377  -3.123  2.702
O  -1.807  -3.016  -1.227
H  -1.654  -3.296  -0.298
H  -0.986  -3.343  -1.672

Mulliken atomic charge list, values in e, 8 entries:
1 C -0.25
2 N -0.31
3 C 0.28
4 C -1.19
5 C 0.24
6 C -0.02
7 C -1.27
8 H 0.25

4.
DFT (wB97M-V/def2-TZVPD) results for 10 unconnected molecules or ions with the total composition C6H34N2O9 at a distorted geometry.

Properties
- electronic energy (hartree) = -1035.278950
- total charge = +1
- orbital gap (alpha / beta) (eV) = 10.2 / 5.2
- spin multiplicity = 2
- strongest force on any atom (eV Å⁻¹) = 3.32
- ΔE to the lowest compared entry with this formula, charge and spin (kcal/mol) = 31.3

CARTESIAN COORDINATES (ANGSTROEM)
C  -0.038  0.100  3.192
N  -0.405  -0.365  1.846
C  0.132  -1.636  1.396
C  -0.981  -2.442  0.624
C  -1.845  -3.050  1.745
C  -0.277  -3.476  -0.241
C  1.238  0.981  3.106
N  1.279  2.170  2.223
H  0.078  -0.809  3.775
H  -0.889  0.654  3.573
H  -1.420  -0.354  1.713
H  0.905  -1.423  0.639
H  0.516  -2.275  2.190
H  -1.577  -1.845  -0.057
H  -1.838  -4.151  1.681
H  -1.281  -3.170  2.689
H  -2.876  -2.743  1.889
H  -0.024  -4.456  0.150
H  -0.873  -3.749  -1.119
H  0.557  -3.030  -0.771
H  1.395  1.442  4.077
H  2.139  0.384  3.051
H  1.667  1.996  1.291
H  0.299  2.389  2.079
H  1.148  2.641  -1.497
H  -0.007  2.931  -2.551
O  0.670  2.317  -2.263
H  -0.374  -0.233  -0.814
H  0.385  -0.643  -2.024
O  -0.512  -0.651  -1.660
H  3.372  2.109  -0.377
H  2.842  0.643  -0.224
O  2.600  1.550  -0.492
H  -0.985  1.799  -1.148
H  -0.560  2.235  0.441
O  -1.049  2.357  -0.363
H  -3.793  2.543  0.137
H  -2.457  3.214  0.172
O  -3.363  3.294  0.537
H  4.121  -0.728  0.465
H  3.296  -1.517  -0.616
O  3.250  -1.039  0.218
H  -2.020  4.277  -1.807
H  -3.247  3.524  -1.874
O  -2.480  3.718  -2.430
H  -0.716  -1.427  -3.965
H  -1.979  -1.828  -3.192
O  -1.655  -1.587  -4.061
H  3.005  -0.199  -3.141
H  2.127  0.144  -4.357
O  2.500  -0.585  -3.854

Mulliken atomic charge list, values in e, 8 entries:
1 C -0.63
2 N 0.42
3 C -0.97
4 C 0.98
5 C -1.40
6 C -1.63
7 C -0.73
8 N -0.48

5.
DFT (wB97M-V/def2-TZVPD) results for 11 unconnected molecules or ions with the total composition C6H34O10 at a distorted geometry.

Properties
- electronic energy (hartree) = -1001.326932
- total charge = 0
- orbital gap (eV) = 10.7
- strongest force on any atom (eV Å⁻¹) = 3.03
- ΔE to the lowest compared entry with this formula, charge and spin (kcal/mol) = 31.5

CARTESIAN COORDINATES (ANGSTROEM)
C  2.832  2.573  -1.095
C  1.529  2.948  -0.341
C  0.745  1.759  0.365
C  1.254  0.282  0.199
C  2.187  -0.147  1.351
C  -0.047  -0.570  0.125
H  2.765  2.670  -2.179
H  3.671  3.110  -0.685
H  3.187  1.534  -0.991
H  0.878  3.438  -1.064
H  1.656  3.686  0.441
H  -0.321  1.903  0.251
H  0.873  1.895  1.436
H  1.697  0.225  -0.784
H  3.141  -0.295  0.854
H  1.782  -1.008  1.900
H  2.264  0.440  2.268
H  -0.864  -0.007  -0.270
H  0.132  -1.505  -0.434
H  -0.455  -0.942  1.075
O  -3.408  1.053  -2.881
H  -2.649  0.630  -3.312
H  -3.909  0.300  -2.519
O  -2.088  -0.607  2.676
H  -2.920  -0.219  2.392
H  -1.646  0.226  2.940
O  -2.694  1.845  0.596
H  -3.198  2.302  -0.096
H  -2.284  1.274  -0.071
O  -0.992  1.765  4.086
H  -0.543  2.305  3.407
H  -0.513  0.930  4.146
O  0.578  0.233  -3.117
H  1.363  -0.277  -2.898
H  0.751  1.160  -2.938
O  -4.074  -1.137  -0.739
H  -3.365  -1.786  -0.671
H  -3.877  -0.266  -0.392
O  0.437  -2.771  2.284
H  0.248  -3.459  2.927
H  -0.217  -2.071  2.293
O  0.911  -3.284  -2.060
H  1.872  -3.418  -2.059
H  0.706  -3.615  -1.170
O  2.132  -3.615  0.316
H  2.477  -2.752  0.563
H  1.442  -3.691  1.003
O  -1.553  -1.010  -2.400
H  -0.911  -0.268  -2.514
H  -0.983  -1.766  -2.214

Mulliken atomic charge list, values in e, 8 entries:
1 C -1.04
2 C -0.81
3 C -0.08
4 C 1.56
5 C -1.56
6 C 0.62
7 H 0.32
8 H 0.32